Record 1
The following is a quantum chemistry calculation of a molecular structure, C14H15FN3O4PS3 in a non-equilibrium geometry, from OMol25.

Each line ends with the Löwdin charge.
Cartesian coordinates (Å):
1 S -5.72 -3.40 -2.97  0.76
2 S -2.75 0.07 3.29  1.00
3 S -6.25 -3.36 0.79  0.26
4 P -4.39 -3.92 0.96  0.28
5 F -1.52 -1.02 -2.72  0.06
6 O -3.95 -4.17 2.55  -0.22
7 O -4.18 -5.35 0.14  -0.23
8 O 3.86 3.22 1.01  0.03
9 O 3.56 1.15 0.16  0.10
10 N -3.05 -3.42 -2.01  0.07
11 N -3.36 -1.31 2.64  -0.27
12 N -1.99 0.73 1.96  -0.22
13 C -3.35 -2.52 0.33  -0.18
14 C -4.17 -3.33 -2.55  -0.71
15 C -2.82 -2.38 -1.02  -0.14
16 C -0.88 1.10 -0.92  -0.13
17 C 4.14 2.20 0.15  -0.46
18 C -3.02 -1.41 1.31  -0.27
19 C -2.21 -0.16 0.95  -0.28
20 C 4.65 4.37 0.66  -0.16
21 C -1.75 -0.13 -0.48  -0.08
22 C 0.53 0.98 -0.18  -0.22
23 C 5.22 2.62 -0.82  -0.08
24 C -2.01 -1.16 -1.45  -0.12
25 C 1.04 -0.51 0.02  -0.11
26 C 5.83 3.82 -0.13  -0.16
27 H -1.43 2.02 -0.56  0.12
28 H 5.95 1.82 -0.96  0.13
29 H 0.37 1.41 0.85  0.10
30 H 4.76 2.88 -1.77  0.13
31 H 0.75 -0.85 1.06  0.08
32 H 0.72 -1.22 -0.78  0.07
33 H -3.00 -3.91 2.64  0.07
34 H 4.97 4.88 1.56  0.13
35 H 1.34 1.60 -0.67  0.09
36 H 4.03 5.05 0.06  0.13
37 H 6.26 4.55 -0.81  0.12
38 H 2.16 -0.49 -0.01  0.05
39 H 6.61 3.50 0.56  0.12
40 H -4.15 -5.21 -0.83  0.04
41 H -0.79 1.22 -2.03  0.11

The calculation puts the HOMO-LUMO gap at 7.1 eV. For the LUMO energy, the calculation gives -0.0478 hartree. Its total charge is 0. As for the electronic energy: -71932.800 eV. The value obtained for the HOMO energy is -8.40 eV.

=====

Record 2
The following is a quantum chemistry calculation of a molecular structure, C14H15N in a non-equilibrium geometry, from OMol25.

Each line ends with the Löwdin charge.
Cartesian coordinates (Å):
1 N 1.10 -0.44 -0.48  0.16
2 C 4.64 0.65 0.23  -0.02
3 C 2.37 -0.39 -0.05  -0.30
4 C -5.60 -0.22 0.34  -0.23
5 C 1.24 2.03 0.05  -0.02
6 C 2.94 -1.70 -0.11  -0.08
7 C 0.68 0.88 -0.39  -0.31
8 C -3.03 -0.11 -0.49  -0.28
9 C -4.07 -0.84 0.49  -0.29
10 C 5.08 -0.62 -0.16  -0.08
11 C 3.23 0.61 0.28  -0.22
12 C 2.63 1.89 0.49  0.05
13 C -0.80 1.19 -0.66  -0.03
14 C -1.55 0.01 -0.52  -0.11
15 C 4.27 -1.87 -0.14  -0.10
16 H -3.16 -0.59 -1.40  0.06
17 H 3.12 2.67 1.00  0.09
18 H 0.63 2.94 -0.39  0.14
19 H -6.26 0.03 -0.93  0.16
20 H 6.11 -0.77 -0.29  0.06
21 H 4.81 -2.95 0.24  0.17
22 H -3.80 -1.09 1.73  0.15
23 H 1.99 -2.54 0.11  0.19
24 H -6.13 -1.15 0.90  0.06
25 H -1.12 -1.06 0.21  0.21
26 H -1.15 2.13 -0.90  0.07
27 H -3.38 0.98 -0.86  0.15
28 H -4.45 -2.06 0.43  0.12
29 H 5.36 1.49 0.35  0.13
30 H -5.72 0.91 0.93  0.09

The calculation puts the HOMO-LUMO gap at 8.0 eV. For the LUMO energy, the calculation gives -0.0032 hartree. For the energy relative to the best compared isomer or geometry (same formula, charge and spin), the calculation gives 9.895 eV. Its total charge is 0. As for the electronic energy: -16241.059 eV. The value obtained for the HOMO energy is -8.08 eV.

=====

Record 3
The following is a quantum chemistry calculation of a molecular structure, C14H15N2O5S3Sn, from OMol25.

Each line ends with the Löwdin charge.
Cartesian coordinates (Å):
1 Sn 1.88 -1.37 -0.66  0.96
2 S 5.18 -3.79 -2.76  0.36
3 S 3.15 -1.62 -3.08  0.27
4 S 4.24 -2.28 -0.39  0.30
5 O 2.08 0.78 0.25  -0.19
6 O 0.92 -3.78 0.94  0.07
7 O -0.33 -4.33 2.71  0.10
8 O -1.03 -0.80 -0.31  -0.06
9 O 1.54 2.31 1.79  0.01
10 N 1.15 -1.19 1.90  0.11
11 N -1.39 1.41 -0.17  0.09
12 C -1.78 2.69 -0.72  -0.18
13 C 0.63 0.42 3.58  0.01
14 C -1.49 0.21 -0.81  -0.51
15 C -1.90 1.26 -3.18  -0.19
16 C -0.61 2.03 -2.86  -0.19
17 C -0.88 3.16 -1.87  -0.18
18 C -2.21 0.15 -2.15  -0.09
19 C 1.67 1.15 1.39  -0.65
20 C 0.41 -3.47 1.98  -0.46
21 C 0.51 -2.11 2.61  -0.18
22 C 0.02 -0.56 4.34  -0.04
23 C 1.17 0.06 2.34  -0.18
24 C -0.07 -1.85 3.83  0.00
25 C 4.21 -2.60 -2.12  -1.90
26 H -0.34 -5.16 2.21  0.13
27 H -1.80 0.78 -4.16  0.10
28 H -0.59 -2.63 4.36  0.11
29 H -0.39 -0.32 5.31  0.11
30 H -0.75 1.41 0.61  0.12
31 H -1.39 3.99 -2.38  0.11
32 H -1.91 -0.82 -2.55  0.12
33 H -2.73 1.96 -3.26  0.10
34 H 0.13 1.34 -2.45  0.11
35 H -0.18 2.45 -3.77  0.11
36 H 0.06 3.53 -1.47  0.11
37 H 0.69 1.45 3.88  0.12
38 H -3.28 0.08 -1.95  0.12
39 H -1.76 3.42 0.09  0.12
40 H -2.82 2.61 -1.06  0.11

The calculation puts the HOMO-LUMO gap at 6.0 eV. For the LUMO energy, the calculation gives 0.0794 hartree. For the energy relative to the best compared isomer or geometry (same formula, charge and spin), the calculation gives 0.566 eV. Its total charge is -1. As for the electronic energy: -66321.226 eV. The value obtained for the HOMO energy is -3.83 eV.

=====

Record 4
The following is a quantum chemistry calculation of C14H15N5O5 in the gas phase in a non-equilibrium geometry, from OMol25.

Each line ends with the Löwdin charge.
Cartesian coordinates (Å):
1 O -2.55 4.10 0.45  0.15
2 O 0.95 0.08 4.01  -0.02
3 O -2.55 1.90 0.16  0.02
4 O 1.08 -0.24 -2.33  0.07
5 O 1.28 -2.54 -2.56  -0.02
6 N 0.59 4.01 -1.40  0.22
7 N 0.39 0.67 0.13  0.23
8 N 2.28 -3.67 0.54  0.16
9 N 0.02 1.26 2.27  0.22
10 N 1.11 -0.84 1.85  0.21
11 C 0.98 -0.56 0.53  -0.24
12 C 1.86 -2.67 0.08  -0.19
13 C -0.49 2.96 0.70  -0.14
14 C 1.36 -1.42 -0.37  -0.12
15 C -0.03 1.62 1.06  -0.24
16 C -4.89 2.32 -0.49  -0.02
17 C 2.56 -2.58 -3.17  -0.26
18 C -3.87 1.91 0.69  -0.18
19 C 1.40 -1.23 4.43  -0.03
20 C 0.59 0.09 2.69  -0.30
21 C 0.11 3.48 -0.49  -0.15
22 C 2.77 -3.94 -3.81  -0.07
23 C 1.12 -1.39 -1.84  -0.36
24 C -1.95 3.04 0.55  -0.43
25 H -4.00 2.57 1.53  0.12
26 H -4.22 0.94 0.99  0.11
27 H -0.26 3.63 1.47  0.17
28 H 2.89 -4.64 -3.00  0.06
29 H 2.29 -1.48 3.73  0.12
30 H 1.94 -4.37 -4.43  0.10
31 H 1.74 -1.23 5.35  0.03
32 H 0.60 -1.97 4.27  0.11
33 H -5.91 2.32 -0.02  0.09
34 H 3.72 -3.88 -4.40  0.09
35 H -4.94 1.67 -1.33  0.06
36 H 2.64 -1.70 -3.86  0.13
37 H 3.38 -2.36 -2.44  0.14
38 H 0.62 0.82 -0.88  0.14
39 H -4.59 3.30 -0.67  0.03

The calculation puts the HOMO-LUMO gap at 8.4 eV. For the LUMO energy, the calculation gives -0.0236 hartree. For the energy relative to the best compared isomer or geometry (same formula, charge and spin), the calculation gives 1.281 eV. Its total charge is 0. As for the electronic energy: -32446.125 eV. As for the SMILES: CCOC(=O)/C(C#N)=C1/N=C(OC)N=C([C@@H](C#N)C(=O)OCC)N1. The value obtained for the HOMO energy is -9.04 eV.

=====

Record 5
The following is a quantum chemistry calculation of a molecular structure, C14H15NO3Ru in a non-equilibrium geometry, from OMol25.

Each line ends with the Löwdin charge.
Cartesian coordinates (Å):
1 Ru -0.18 -0.24 -0.41  1.17
2 O 0.47 -1.40 2.44  -0.02
3 O -0.74 2.13 4.14  0.09
4 O -0.34 0.68 2.19  -0.12
5 N -1.80 -0.91 -0.10  -0.22
6 C -0.43 1.11 4.94  -0.26
7 C -0.03 -0.15 4.40  -0.08
8 C -0.16 2.19 -0.17  -0.17
9 C -0.51 1.28 6.35  -0.05
10 C 0.06 -0.33 2.91  -0.59
11 C -0.22 0.21 7.18  -0.17
12 C -1.15 1.71 -1.11  -0.19
13 C 0.98 1.01 -1.83  -0.23
14 C 1.13 1.76 -0.60  -0.16
15 C 1.26 -1.58 -0.72  -0.25
16 C 0.16 -1.03 6.65  -0.09
17 C 0.25 -1.19 5.27  -0.05
18 C -0.45 0.95 -2.14  -0.25
19 C -0.13 -2.18 -0.54  -0.36
20 H -0.81 2.25 6.72  0.10
21 H -0.60 -2.57 -1.41  0.03
22 H 2.06 1.97 -0.12  0.09
23 H 1.56 -1.75 -1.71  0.02
24 H 1.82 -1.86 0.14  0.03
25 H -0.30 0.35 8.26  0.07
26 H 0.38 -1.87 7.31  0.10
27 H 0.55 -2.15 4.82  0.11
28 H 1.76 0.62 -2.43  0.08
29 H -2.20 1.88 -1.07  0.08
30 H -0.64 1.72 3.19  0.06
31 H -2.44 -1.69 0.47  0.07
32 H -0.36 2.81 0.67  0.08
33 H -0.22 -2.74 0.37  0.03
34 H -0.88 0.56 -3.03  0.08

The calculation puts the HOMO-LUMO gap (spin up / spin down) at 4.7 / 5.2 eV. For the LUMO energy (spin up / spin down), the calculation gives 0.1300 / 0.0342 hartree. For the energy relative to the best compared isomer or geometry (same formula, charge and spin), the calculation gives 0.000 eV. The expectation value of S² is 8.800. Its spin multiplicity is 6. Its total charge is -1. As for the electronic energy: -24968.542 eV. The value obtained for the HOMO energy (spin up / spin down) is -1.14 / -4.24 eV.

=====

Record 6
The following is a quantum chemistry calculation of C14H15NO5 in the gas phase in a non-equilibrium geometry, from OMol25.

Each line ends with the Löwdin charge.
Cartesian coordinates (Å):
1 O 0.07 0.38 -3.11  -0.03
2 O -0.26 -0.29 -0.23  -0.06
3 O 3.24 -0.33 2.62  0.12
4 O -0.73 -2.19 -3.52  0.07
5 O 1.23 0.20 3.48  0.01
6 N 0.11 -0.10 1.04  0.15
7 C -1.23 0.63 -2.78  -0.22
8 C -2.20 -0.34 -3.10  -0.12
9 C 1.04 0.52 -2.11  -0.12
10 C -2.98 2.10 -2.03  -0.06
11 C -3.94 1.16 -2.38  -0.08
12 C 2.05 -0.15 2.50  -0.45
13 C 1.80 0.33 4.79  -0.21
14 C 1.36 -0.28 1.21  -0.17
15 C -1.83 -1.69 -3.55  -0.21
16 C -1.64 1.84 -2.24  0.00
17 C 0.90 -0.59 -1.06  -0.23
18 C 2.07 -0.65 -0.07  -0.03
19 C 1.90 -1.02 5.48  -0.06
20 C -3.55 -0.05 -2.91  -0.03
21 H -3.28 3.05 -1.61  0.11
22 H -4.99 1.37 -2.23  0.10
23 H 0.92 -1.49 5.52  0.08
24 H 2.00 0.41 -2.63  0.14
25 H 2.52 -1.64 0.01  0.13
26 H -4.28 -0.79 -3.17  0.11
27 H -0.91 2.60 -1.99  0.12
28 H 1.12 1.00 5.32  0.12
29 H 2.59 -1.66 4.95  0.08
30 H 2.79 0.79 4.70  0.12
31 H 2.26 -0.88 6.50  0.08
32 H 2.86 0.06 -0.30  0.13
33 H -2.70 -2.28 -3.90  0.12
34 H 0.69 -1.53 -1.57  0.15
35 H 1.00 1.50 -1.62  0.13

The calculation puts the HOMO-LUMO gap at 9.2 eV. For the LUMO energy, the calculation gives 0.0094 hartree. For the energy relative to the best compared isomer or geometry (same formula, charge and spin), the calculation gives 2.961 eV. Its total charge is 0. As for the electronic energy: -26486.834 eV. As for the SMILES: CCOC(=O)C1=NO[C@@H](COc2ccccc2C=O)C1. The value obtained for the HOMO energy is -8.96 eV.